Entry 1:
{
  "formula": "C3H4F2NPS",
  "method": "ωB97M-V/def2-TZVPD",
  "species": ["C", "C", "C", "N", "F", "F", "P", "S", "H", "H", "H", "H"],
  "positions_angstrom": [[-0.6359, -2.1520, 0.0302], [-0.3710, 0.1512, -0.3201], [-1.8503, 0.1388, 0.0018], [0.0691, -1.2137, -0.2973], [3.6219, 0.1287, 1.2877], [2.6872, 1.9291, 0.1003], [3.2901, 0.4442, -0.2615], [-2.2795, -1.7109, 0.2622], [-0.2522, 0.5233, -1.2489], [0.3055, 0.5376, 0.5478], [-2.2122, 0.6256, 0.8671], [-2.3726, 0.5979, -0.9691]],
  "mulliken_charge": [0.15, -0.48, -0.44, -0.27, -0.23, -0.25, 0.48, -0.12, 0.27, 0.29, 0.35, 0.25],
  "charge": 0,
  "relative_energy_kcal_mol": 78.2,
  "gap_ha": [0.2974, 0.2645],
  "e_homo_ev": [-8.95, -8.51]
}

***

Entry 2:
{
  "formula": "C9H20AsF9O17S3V",
  "method": "ωB97M-V/def2-TZVPD",
  "species": ["O", "V", "O", "C", "F", "F", "F", "S", "O", "O", "O", "S", "O", "O", "O", "O", "S", "O", "O", "O", "O", "As", "F", "F", "F", "F", "F", "F", "C", "O", "C", "C", "O", "C", "H", "H", "H", "H", "H", "H", "H", "H", "H", "H", "C", "O", "C", "C", "O", "C", "H", "H", "H", "H", "H", "H", "H", "H", "H", "H"],
  "positions_angstrom": [[-2.1127, 0.3340, -1.1927], [-0.5113, 0.4801, -1.3472], [-0.0025, 0.9583, 0.0951], [-0.4573, -4.3297, -1.3355], [-1.5153, -4.0422, -2.1237], [-0.9535, -4.5856, -0.0954], [0.0669, -5.4834, -1.8211], [0.7964, -2.9253, -1.3468], [-0.0439, -1.7412, -1.3548], [1.5055, -3.2037, -0.1154], [1.5644, -3.1661, -2.5292], [-1.0787, 3.5899, -3.0836], [-2.0943, 2.9358, -3.9233], [-0.5266, 2.6029, -2.0420], [0.0525, 4.0602, -3.9246], [-1.6295, 4.7435, -2.3325], [0.1371, -0.0117, -4.2280], [0.7468, -1.2445, -4.7697], [0.8868, 0.4689, -2.9893], [0.1147, 1.0341, -5.2521], [-1.2315, -0.2253, -3.6870], [4.2042, 1.0724, -0.0050], [3.7839, -0.5438, 0.4393], [2.8303, 1.3074, -1.0262], [4.7780, 2.6958, -0.3725], [5.6048, 0.8988, 1.0488], [5.0719, 0.4719, -1.3975], [3.2915, 1.6979, 1.3528], [2.7914, -5.9891, 2.2535], [2.2626, -4.7002, 2.3198], [1.1440, -4.6261, 3.1511], [0.3132, -3.3921, 2.8543], [1.1141, -2.2532, 2.7981], [0.3414, -1.0820, 2.6218], [2.1687, -6.5941, 1.5765], [2.7300, -6.4678, 3.2478], [3.8166, -5.9687, 1.8926], [1.4750, -4.6204, 4.2038], [0.4469, -5.4586, 2.9483], [-0.4431, -3.2777, 3.6589], [-0.2043, -3.4907, 1.8937], [-0.4289, -1.1277, 1.8460], [0.9939, -0.2426, 2.4013], [-0.2170, -0.8923, 3.5627], [-0.2882, 4.8864, 0.6842], [-1.6681, 4.8515, 0.5674], [-2.2476, 3.7458, 1.1523], [-3.7766, 3.8159, 1.0930], [-4.1540, 4.2513, -0.1820], [-4.3660, 3.2355, -1.1540], [0.1284, 5.6094, -0.0194], [0.2118, 3.9586, 0.3756], [0.0523, 5.1412, 1.7113], [-2.0112, 3.7649, 2.2476], [-1.8845, 2.7937, 0.7457], [-4.1699, 4.5178, 1.8388], [-4.1306, 2.7899, 1.2818], [-5.2367, 2.6193, -0.8530], [-3.4923, 2.5880, -1.2763], [-4.5499, 3.7647, -2.0841]],
  "mulliken_charge": [-0.57, 1.85, -0.65, 0.46, -0.24, -0.26, -0.27, 0.99, -0.37, -0.58, -0.66, 0.97, -0.73, -0.58, -0.78, -0.73, 0.93, -0.73, -0.45, -0.69, -0.69, 2.16, -0.49, -0.52, -0.56, -0.58, -0.54, -0.51, -0.90, -0.03, -0.60, -0.23, -0.27, -0.72, 0.29, 0.33, 0.21, 0.29, 0.34, 0.43, 0.07, 0.31, 0.16, 0.35, -0.72, -0.22, 0.10, -0.75, -0.34, -0.48, 0.25, 0.17, 0.33, 0.28, -0.08, 0.41, 0.28, 0.32, 0.08, 0.19],
  "charge": -5,
  "gap_ha": 0.0827,
  "e_homo_ev": 6.31
}

***

Entry 3:
{
  "formula": "C27H41CaCl2N9O5P2S",
  "method": "ωB97M-V/def2-TZVPD",
  "species": ["Ca", "C", "C", "N", "N", "C", "N", "S", "C", "C", "C", "C", "C", "N", "H", "H", "H", "H", "H", "H", "H", "H", "H", "O", "C", "O", "C", "C", "C", "C", "C", "C", "C", "C", "C", "N", "H", "H", "H", "H", "H", "H", "C", "N", "C", "P", "O", "O", "P", "O", "N", "C", "C", "N", "C", "C", "N", "C", "C", "H", "H", "H", "H", "H", "H", "H", "H", "H", "H", "H", "H", "H", "H", "H", "H", "H", "H", "H", "H", "H", "H", "H", "H", "Cl", "C", "Cl", "H", "H"],
  "positions_angstrom": [[-0.2408, 0.2598, 0.0675], [1.3138, -4.1393, -1.0357], [0.9120, -2.6979, -1.0238], [0.6739, -2.0521, 0.0679], [0.9702, -2.7284, 1.2140], [0.3238, -2.2858, 2.2920], [0.8572, -2.7473, 3.4603], [-1.1418, -1.3835, 2.4057], [0.8905, -1.9191, -2.2985], [1.2858, -2.5142, -3.5018], [1.3474, -1.7553, -4.6588], [1.0248, -0.4120, -4.5998], [0.6377, 0.1039, -3.3722], [0.5571, -0.6145, -2.2597], [0.8651, -4.6389, -0.1800], [2.3961, -4.2606, -0.9326], [1.0014, -4.6430, -1.9486], [1.8324, -2.9975, 3.4254], [0.5140, -2.3223, 4.3013], [1.5656, -3.5551, -3.5240], [1.6623, -2.2121, -5.5887], [1.0848, 0.2335, -5.4647], [0.3784, 1.1498, -3.2591], [2.2089, 1.1891, 3.3753], [1.3631, 1.3484, 2.5074], [1.3777, 0.9772, 1.2946], [0.0821, 2.1085, 2.9166], [0.1437, 2.9121, 4.0880], [-0.9643, 3.5824, 4.4948], [-2.1749, 3.4121, 3.7749], [-3.3920, 4.0323, 4.1502], [-4.5382, 3.7979, 3.4478], [-4.5172, 2.9204, 2.3375], [-3.3528, 2.3224, 1.9472], [-2.1481, 2.5684, 2.6514], [-1.0067, 1.9648, 2.2027], [1.0876, 2.9543, 4.6113], [-0.9466, 4.2242, 5.3681], [-3.3993, 4.6854, 5.0149], [-5.4665, 4.2677, 3.7462], [-5.4359, 2.7158, 1.8014], [-3.3338, 1.6353, 1.1140], [-1.3462, 4.5860, 0.1557], [-2.3607, 3.8595, -0.6053], [-3.6272, 4.5715, -0.7192], [-1.9588, 2.7020, -1.6829], [-0.6632, 2.0803, -1.3088], [-3.2272, 1.7127, -1.6642], [-3.3655, 0.1088, -1.4051], [-2.2309, -0.4873, -0.6679], [-4.7277, 0.0873, -0.5068], [-4.8953, -0.9879, 0.4773], [-5.9351, 0.8314, -0.8079], [-3.4805, -0.5359, -2.8989], [-4.4711, -0.0473, -3.8483], [-2.6326, -1.6431, -3.3394], [-1.9454, 3.1699, -3.2643], [-0.7655, 3.9189, -3.7004], [-3.1522, 3.5692, -3.9718], [-1.7473, 4.7930, 1.1500], [-1.0963, 5.5331, -0.3336], [-0.4525, 3.9777, 0.2677], [-3.9942, 4.7975, 0.2838], [-4.3799, 3.9540, -1.2093], [-3.5180, 5.5080, -1.2766], [-3.9283, -1.4107, 0.7435], [-5.5558, -1.7718, 0.0952], [-5.3379, -0.5588, 1.3786], [-5.7331, 1.6344, -1.5164], [-6.3240, 1.2820, 0.1080], [-6.7139, 0.1850, -1.2261], [-5.4679, 0.0183, -3.4054], [-4.5355, -0.7474, -4.6796], [-4.1986, 0.9287, -4.2578], [-1.9374, -1.9049, -2.5478], [-2.0594, -1.3527, -4.2236], [-3.2491, -2.5134, -3.5754], [0.1086, 3.6228, -3.1232], [-0.9161, 4.9992, -3.5956], [-0.5675, 3.6963, -4.7507], [-4.0232, 3.0379, -3.5934], [-3.0472, 3.3300, -5.0324], [-3.3344, 4.6462, -3.8833], [3.3559, 0.7439, -0.9452], [4.0861, 0.4684, -2.5100], [3.7324, 1.7740, -3.6952], [3.6978, -0.4510, -2.9383], [5.1653, 0.4301, -2.4211]],
  "mulliken_charge": [2.14, -1.78, 0.15, 1.14, -1.61, 0.52, -0.47, -0.48, 0.14, -0.82, -0.86, -0.59, -1.28, 1.33, 0.46, 0.24, 0.53, 0.26, 0.26, 0.39, 0.47, 0.48, 0.72, -0.74, -0.42, -0.76, 0.51, -0.76, -1.09, 1.15, -0.74, -0.90, -0.20, 0.40, -1.22, 0.92, 0.55, 0.42, 0.42, 0.40, 0.32, 0.39, -1.16, 0.94, -1.10, -0.03, -1.02, 0.71, -0.23, -0.86, 0.73, -0.96, -1.00, 0.58, -0.90, -0.90, 0.51, -1.03, -0.91, 0.36, 0.27, 0.20, 0.43, 0.11, 0.27, 0.16, 0.27, 0.33, 0.19, 0.25, 0.35, 0.24, 0.46, 0.13, 0.06, 0.38, 0.39, 0.29, 0.31, 0.39, 0.17, 0.35, 0.26, -0.04, -0.20, -0.20, 0.02, 0.43],
  "charge": 0,
  "relative_energy_kcal_mol": 14.3,
  "gap_ha": 0.2462,
  "e_homo_ev": -6.58
}

***

| no. | largest force on an atom (Eh/bohr) |
| --- | --- |
| 1 | 0.107 |
| 2 | 0.073 |
| 3 | 0.018 |